[1]
DFT (wB97M-V/def2-TZVPD) results for a cluster of 3 separate species, C5H18N2O2 in total at a distorted geometry.

CARTESIAN COORDINATES (ANGSTROEM)
C 1.211 -0.411 2.349
C 0.462 -0.418 1.001
C -0.924 0.243 1.096
N -0.859 1.667 1.532
C -1.681 0.257 -0.255
N -1.961 -1.080 -0.812
C -0.989 -1.510 -1.821
H 0.641 -0.905 3.069
H 2.154 -1.016 2.278
H 1.483 0.542 2.672
H 1.083 0.025 0.234
H 0.309 -1.474 0.616
H -1.529 -0.336 1.864
H -0.179 2.157 1.102
H -0.732 1.706 2.537
H -2.671 0.776 -0.103
H -1.196 0.919 -0.973
H -2.033 -1.807 -0.054
H -1.236 -2.565 -2.094
H -1.061 -0.857 -2.699
H 0.002 -1.546 -1.450
O 1.072 1.926 -1.503
H 1.630 2.525 -0.993
H 0.363 1.658 -0.983
O 2.231 -0.466 -1.936
H 1.807 0.457 -1.842
H 2.601 -0.466 -2.832

Atoms 1-2, force components in eV/Å:
1.19 -1.93 -2.29
-0.37 -1.24 0.16

Values from the calculation:
Maximum force in eV/A: 4.71
Energy relative to the best compared isomer or geometry (same formula, charge and spin) in kcal/mol: 22.7
Frontier orbital gap in eV: 8.99
Total energy in eV: -12551.2820
HOMO energy in eV: -8.5
SMILES: CC[C@@H](N)CNC.O.O

---

[2]
DFT (wB97M-V/def2-TZVPD) results for a structure of composition C14H28BBiI2N5O6PTe.

CARTESIAN COORDINATES (ANGSTROEM)
Bi 2.074 -0.181 0.571
C 2.336 -0.002 5.562
C 2.320 0.336 4.105
N 2.549 -0.516 3.178
O 2.726 -1.809 3.627
C 2.019 1.747 3.710
C 2.192 2.840 4.715
N 1.617 1.921 2.511
O 1.302 3.232 2.174
H 2.325 -1.079 5.706
H 1.479 0.441 6.068
H 3.244 0.396 6.019
H 3.113 -2.271 2.860
H 3.173 2.761 5.182
H 1.437 2.777 5.500
H 2.104 3.808 4.229
B 1.000 2.159 -3.386
C 1.552 1.009 -2.474
N 1.969 0.253 -1.706
H 0.169 1.741 -4.152
H 0.477 2.913 -2.557
H 1.929 2.713 -3.914
N 0.199 -1.908 -0.582
C 0.118 -2.696 -1.422
N 0.093 -3.601 -2.376
C -0.934 -3.565 -3.415
C -0.345 -4.167 -4.680
O 0.167 -5.464 -4.438
C 1.207 -5.435 -3.477
C 0.703 -4.910 -2.145
H -1.234 -2.532 -3.587
H -1.808 -4.147 -3.100
H 0.453 -3.515 -5.059
H -1.116 -4.270 -5.442
H 2.030 -4.803 -3.833
H 1.561 -6.459 -3.367
H 1.524 -4.802 -1.436
H -0.043 -5.600 -1.734
C -4.372 2.052 1.830
C -3.257 2.941 2.335
O -2.315 3.274 1.287
P -1.325 2.150 0.742
O -1.111 1.023 1.658
Te 0.751 3.365 0.242
O -1.911 1.682 -0.651
C -2.513 2.591 -1.601
C -2.960 1.777 -2.791
H -5.027 1.781 2.658
H -3.960 1.135 1.408
H -4.962 2.558 1.066
H -2.716 2.459 3.149
H -3.634 3.903 2.678
H -1.778 3.342 -1.899
H -3.352 3.094 -1.118
H -2.099 1.382 -3.325
H -3.535 2.405 -3.470
H -3.589 0.951 -2.462
I 4.406 1.370 0.570
I 3.578 -2.546 0.259

Atoms 1-2, force components in eV/Å:
-0.51 0.48 0.06
0.01 -0.13 0.00

Values from the calculation:
Maximum force in eV/A: 0.70
Energy relative to the best compared isomer or geometry (same formula, charge and spin) in kcal/mol: 0.0
Frontier orbital gap in eV: 8.15
Total energy in eV: -74007.1802
HOMO energy in eV: -8.5

---

[3]
DFT (wB97M-V/def2-TZVPD) results for an isolated molecule of C14H26O2 at a distorted geometry.

CARTESIAN COORDINATES (ANGSTROEM)
C -5.386 2.217 1.202
C -5.065 1.041 0.239
C -3.954 1.531 -0.605
C -2.617 1.361 -0.386
C -1.987 0.879 0.905
C -0.690 0.050 0.560
O -0.112 -0.628 1.679
C 0.138 -2.010 1.492
C 0.575 -2.490 2.796
O 1.029 -2.292 0.423
C 2.302 -1.682 0.339
C 2.930 -1.760 -1.013
C 4.238 -0.928 -0.934
C 4.523 0.180 -1.649
C 3.668 0.905 -2.620
C 2.400 1.407 -2.013
H -6.418 1.962 1.740
H -5.251 3.202 0.719
H -4.586 2.104 1.889
H -4.856 0.109 0.752
H -5.917 0.884 -0.421
H -4.321 1.941 -1.494
H -1.988 1.549 -1.226
H -1.529 1.658 1.540
H -2.682 0.218 1.399
H -0.028 0.724 0.055
H -0.896 -0.697 -0.202
H -0.746 -2.493 1.037
H 1.575 -2.092 2.985
H 0.099 -2.072 3.689
H 0.654 -3.575 2.840
H 2.160 -0.670 0.567
H 3.036 -2.164 0.889
H 2.283 -1.536 -1.869
H 3.164 -2.779 -1.113
H 5.063 -1.294 -0.181
H 5.570 0.480 -1.720
H 3.434 0.312 -3.475
H 4.245 1.740 -3.077
H 1.928 1.962 -2.806
H 2.370 2.171 -1.232
H 1.647 0.576 -1.701

Atoms 1-2, force components in eV/Å:
-2.00 -1.76 0.53
-0.69 1.49 -0.04

Values from the calculation:
Maximum force in eV/A: 3.31
Energy relative to the best compared isomer or geometry (same formula, charge and spin) in kcal/mol: 43.6
Frontier orbital gap in eV: 9.85
Total energy in eV: -19031.0694
HOMO energy in eV: -8.9
SMILES: CC/C=C\CCOC(C)OCC/C=C\CC

---

[4]
DFT (wB97M-V/def2-TZVPD) results for a cluster of 2 separate species, C2H6N2O2 in total.

CARTESIAN COORDINATES (ANGSTROEM)
N -1.807 0.714 0.363
C -1.781 0.536 -0.976
O -0.791 0.180 -1.585
H -2.683 0.715 0.854
H -0.975 0.436 0.874
H -2.730 0.811 -1.463
N 1.814 -0.521 -0.435
C 1.718 -0.518 0.897
O 0.786 -0.063 1.533
H 2.382 -1.241 -0.852
H 1.132 -0.066 -1.031
H 2.596 -0.940 1.415

Atoms 1-2, force components in eV/Å:
-0.01 -0.26 -0.19
-0.03 0.27 0.69

Values from the calculation:
Maximum force in eV/A: 0.90
Energy relative to the best compared isomer or geometry (same formula, charge and spin) in kcal/mol: 0.0
Frontier orbital gap in eV: 10.92
Total energy in eV: -9247.3176
HOMO energy in eV: -9.9
SMILES: NC=O.NC=O

---

- What is the maximum force in the third record?
  3.31 eV/A